(1)
# C30H25ClInN2O2PS

A structure of composition C30H25ClInN2O2PS at a distorted geometry (ωB97M-V/def2-TZVPD, the OMol25 dataset).

Positions of all 63 atoms, in Å:
In -0.872 0.635 0.430
Cl 1.193 -1.692 -0.419
C 1.141 -0.925 -1.677
C 3.779 -2.267 -0.827
C 3.921 -1.478 -1.970
C 3.344 -0.679 -3.096
C 2.243 0.055 -3.399
C 1.017 -0.023 -2.612
P -0.541 0.948 -2.381
C -0.078 2.673 -2.618
C -0.290 3.312 -3.839
C 0.114 4.628 -4.005
C 0.730 5.307 -2.965
C 0.954 4.672 -1.749
C 0.552 3.359 -1.579
C -1.756 0.509 -3.610
C -2.929 1.264 -3.700
C -3.893 0.913 -4.627
C -3.696 -0.189 -5.452
C -2.538 -0.947 -5.352
C -1.567 -0.607 -4.424
H 4.740 -2.468 -0.360
H 4.993 -1.383 -2.125
H 4.132 -0.520 -3.823
H 2.285 0.658 -4.297
H -0.775 2.791 -4.655
H -0.058 5.125 -4.951
H 1.038 6.336 -3.099
H 1.441 5.200 -0.941
H 0.758 2.866 -0.633
H -3.081 2.129 -3.064
H -4.799 1.497 -4.709
H -4.454 -0.459 -6.175
H -2.391 -1.804 -5.995
H -0.665 -1.201 -4.341
C 0.511 -0.590 7.814
C -0.220 -0.579 6.506
C -1.325 -1.407 6.302
C -2.005 -1.410 5.097
C -1.563 -0.568 4.081
C -0.469 0.274 4.254
C 0.194 0.259 5.466
S -2.418 -0.630 2.570
O -3.684 -1.244 2.708
O -2.400 0.738 1.940
N -1.523 -1.374 1.390
C -0.470 -2.182 1.317
C 0.342 -2.805 2.347
C 1.530 -3.446 2.113
C 2.524 -3.568 1.033
C 2.738 -2.753 0.032
N -0.209 -2.473 0.010
H -0.161 -0.820 8.639
H 0.990 0.368 8.009
H 1.290 -1.354 7.802
H -1.671 -2.043 7.106
H -2.877 -2.033 4.950
H -0.151 0.957 3.477
H 1.033 0.926 5.622
H -0.037 -2.833 3.360
H 1.904 -3.941 3.004
H 3.333 -4.260 1.255
H 0.802 0.557 0.835

Computed properties:
**Total charge**: +2
**Kohn-Sham gap**: 6.548 eV
**Relative energy (zero: lowest compared OMol25 entry of this formula, charge and spin)**: 0.000 eV

Atomic partial charges in e from the natural (NBO) method, atoms 1 to 2: 1.351, 1.114

---

(2)
# C30H26AsBCl2F2N4NaOS

A structure of composition C30H26AsBCl2F2N4NaOS at a distorted geometry (ωB97M-V/def2-TZVPD, the OMol25 dataset).

Positions of all 69 atoms, in Å:
Na 0.563 1.028 1.300
Cl -2.854 3.924 -0.540
C -2.965 3.291 1.085
C -3.947 3.803 1.936
C -4.099 3.322 3.205
Cl -5.351 4.002 4.236
C -3.269 2.282 3.679
C -3.372 1.717 4.968
C -2.538 0.704 5.334
C -1.584 0.242 4.408
N -1.447 0.741 3.207
C -2.268 1.758 2.817
C -2.068 2.273 1.459
O -1.170 1.812 0.698
H -4.596 4.592 1.581
H -4.117 2.099 5.653
H -2.598 0.256 6.318
H -0.914 -0.570 4.680
N 4.264 -0.254 -0.952
C 4.206 0.192 -2.285
C 5.083 -0.306 -3.234
C 5.042 0.158 -4.545
C 4.099 1.103 -4.913
C 3.200 1.582 -3.963
C 3.262 1.151 -2.647
S 2.187 1.829 -1.426
N 2.209 0.635 -0.233
C 3.156 -0.192 -0.118
C 3.144 -1.075 1.092
C 4.163 -1.971 1.385
C 4.102 -2.699 2.563
C 3.031 -2.511 3.415
C 2.063 -1.592 3.043
N 2.114 -0.892 1.915
H 4.915 -0.999 -0.783
H 5.813 -1.056 -2.943
H 5.744 -0.230 -5.273
H 4.053 1.465 -5.933
H 2.445 2.311 -4.241
H 5.007 -2.112 0.724
H 4.888 -3.402 2.811
H 2.947 -3.054 4.348
H 1.203 -1.399 3.678
C -1.325 -2.965 -0.061
As -1.190 -1.025 0.297
C -3.120 -0.711 0.278
C -0.759 -0.437 -1.559
C -1.701 -0.877 -2.632
C -1.494 -2.057 -3.347
C -2.390 -2.473 -4.324
C -3.516 -1.712 -4.610
C -3.730 -0.529 -3.912
C -2.832 -0.117 -2.937
H -1.940 -3.184 -0.935
H -1.768 -3.443 0.813
H -0.327 -3.383 -0.208
H -3.604 -1.301 -0.500
H -3.317 0.348 0.113
H -3.524 -0.990 1.251
H 0.255 -0.795 -1.747
H -0.725 0.650 -1.488
H -0.614 -2.655 -3.133
H -2.204 -3.393 -4.865
H -4.216 -2.034 -5.372
H -4.600 0.080 -4.129
H -3.001 0.812 -2.400
F 3.636 3.050 2.166
B 2.348 2.552 2.204
F 1.916 2.630 3.527

Computed properties:
**Total charge**: -1
**Kohn-Sham gap**: 4.950 eV
**Relative energy (zero: lowest compared OMol25 entry of this formula, charge and spin)**: 3.384 eV

Atomic partial charges in e from the natural (NBO) method, atoms 1 to 2: 0.704, -0.035

---

(3)
# C30H26B2Cl2F9IrN9O6S

A structure of composition C30H26B2Cl2F9IrN9O6S at a distorted geometry (ωB97M-V/def2-TZVPD, the OMol25 dataset).

Positions of all 86 atoms, in Å:
Ir -1.680 0.333 0.390
C -2.190 -1.378 -3.751
C -1.882 -1.137 -2.319
N -2.260 -0.102 -1.665
O -2.997 0.809 -2.331
B -3.484 1.935 -1.479
F -4.319 2.704 -2.208
F -2.389 2.647 -0.967
O -4.269 1.358 -0.318
N -3.604 0.489 0.456
C -4.279 -0.178 1.318
C -5.749 -0.062 1.484
C -3.477 -1.089 2.138
N -2.236 -1.030 1.846
O -1.386 -1.812 2.506
B -0.020 -1.877 1.884
F 0.728 -2.750 2.614
F 0.537 -0.596 1.821
O -0.143 -2.437 0.497
N -0.900 -1.685 -0.317
C -1.090 -2.092 -1.512
C -0.592 -3.379 -2.066
C -4.065 -1.996 3.155
H -2.977 -0.716 -4.097
H -2.483 -2.416 -3.910
H -1.294 -1.191 -4.349
H -6.169 0.640 0.773
H -5.975 0.269 2.500
H -6.216 -1.039 1.349
H 0.066 -3.869 -1.355
H -0.064 -3.203 -3.005
H -1.429 -4.043 -2.288
H -4.874 -1.500 3.686
H -3.302 -2.320 3.857
H -4.480 -2.882 2.668
N -3.036 4.723 2.613
C -2.524 4.254 3.756
N -2.581 5.003 4.854
N -1.940 3.060 3.868
C -1.868 2.299 2.836
N -1.786 1.580 1.931
H -3.455 5.635 2.551
H -2.983 4.177 1.769
H -3.031 5.901 4.875
H -2.202 4.625 5.705
F -0.238 6.742 -4.088
C -0.071 5.893 -3.097
C 0.560 4.681 -3.321
F 0.990 4.370 -4.532
C 0.723 3.786 -2.280
F 1.303 2.608 -2.552
C 0.300 4.084 -0.998
S 0.384 3.032 0.406
C -0.335 5.302 -0.800
F -0.808 5.598 0.421
C -0.532 6.204 -1.826
F -1.153 7.349 -1.600
Cl 2.456 -4.412 0.514
C 3.699 -4.681 -0.634
C 3.942 -5.978 -1.048
C 4.804 -6.230 -2.103
C 5.413 -5.188 -2.795
C 5.189 -3.897 -2.388
Cl 5.946 -2.591 -3.223
C 4.371 -3.603 -1.268
N 4.229 -2.271 -0.936
C 4.128 -1.670 0.301
C 4.673 -2.313 1.432
C 4.689 -1.669 2.644
C 4.188 -0.373 2.737
C 3.674 0.278 1.617
C 3.615 -0.347 0.389
C 3.003 0.354 -0.809
C 1.651 0.952 -0.475
O 1.797 2.185 0.047
O 0.591 0.388 -0.645
H 3.424 -6.788 -0.553
H 4.987 -7.250 -2.409
H 6.062 -5.380 -3.637
H 4.451 -1.646 -1.706
H 5.129 -3.286 1.320
H 5.117 -2.155 3.509
H 4.212 0.144 3.687
H 3.305 1.289 1.719
H 2.827 -0.333 -1.634
H 3.650 1.165 -1.151

Computed properties:
**Total charge**: +2
**Kohn-Sham gap (alpha / beta)**: 7.467 / 4.756 eV
**Relative energy (zero: lowest compared OMol25 entry of this formula, charge and spin)**: 2.421 eV
**2S+1**: 2

Atomic partial charges in e from the Mulliken method, atoms 1 to 2: 1.407, -1.842

---

(4)
# C30H26Br2N2O5S2SiTeW

A structure of composition C30H26Br2N2O5S2SiTeW (ωB97M-V/def2-TZVPD, the OMol25 dataset).

Positions of all 70 atoms, in Å:
W 1.368 0.762 -0.013
O 6.619 2.361 -1.145
C 5.435 1.724 -1.188
C 5.113 0.848 -2.251
C 3.890 0.222 -2.267
N 3.055 0.455 -1.255
C 3.342 1.290 -0.268
Br 0.952 3.078 -1.034
C 4.527 1.970 -0.162
H 7.152 2.138 -1.917
H 5.820 0.682 -3.054
H 3.570 -0.454 -3.049
H 4.744 2.664 0.635
Br -3.052 0.945 2.368
C -2.109 2.584 2.466
C -2.881 3.718 2.678
C -2.286 4.966 2.753
C -0.914 5.084 2.603
C -0.151 3.950 2.388
C -0.727 2.684 2.326
C 0.219 1.505 2.111
O 1.484 1.892 1.714
O -0.218 0.688 1.040
H -3.952 3.612 2.779
H -2.900 5.842 2.917
H -0.438 6.055 2.638
H 0.914 4.028 2.222
O -1.077 -1.309 5.722
S 0.106 -1.209 4.927
O 0.882 -2.379 4.645
N -0.265 -0.469 3.470
C 0.330 0.654 3.372
S 2.494 -0.914 1.476
C 1.184 1.073 4.522
C 1.952 2.212 4.705
C 2.653 2.343 5.897
C 2.599 1.359 6.879
C 1.838 0.210 6.692
C 1.147 0.101 5.506
H 2.011 2.966 3.935
H 3.257 3.225 6.064
H 3.158 1.487 7.797
H 1.791 -0.566 7.444
Te 0.950 -1.990 0.142
C 2.241 -2.675 -1.394
C 1.738 -2.811 -2.681
C 2.580 -3.241 -3.699
C 3.910 -3.534 -3.428
C 4.402 -3.399 -2.137
C 3.568 -2.969 -1.114
H 0.708 -2.556 -2.901
H 2.194 -3.346 -4.705
H 4.561 -3.873 -4.223
H 5.438 -3.630 -1.922
H 3.955 -2.842 -0.111
C 0.337 -0.385 -5.760
Si -1.030 -0.258 -4.487
C -1.992 -1.862 -4.424
C -2.167 1.166 -4.881
C -0.239 0.035 -2.860
C 0.335 0.288 -1.817
H -0.068 -0.552 -6.760
H 1.012 -1.211 -5.525
H 0.926 0.534 -5.780
H -2.487 -2.060 -5.377
H -2.758 -1.823 -3.647
H -1.340 -2.712 -4.207
H -2.646 1.031 -5.853
H -1.612 2.105 -4.898
H -2.949 1.257 -4.125

Computed properties:
**Kohn-Sham gap**: 7.413 eV
**Relative energy (zero: lowest compared OMol25 entry of this formula, charge and spin)**: 0.000 eV

Atomic partial charges in e from the natural (NBO) method, atoms 1 to 2: 1.169, -0.635

---

(5)
# C30H26Cl3N2O5PPt

A structure of composition C30H26Cl3N2O5PPt at a distorted geometry (ωB97M-V/def2-TZVPD, the OMol25 dataset).

Positions of all 68 atoms, in Å:
Pt 0.534 -0.676 0.028
C 4.973 0.554 -0.946
C 3.458 0.712 -1.019
C 3.016 1.378 -2.322
C 2.947 1.440 0.225
C 3.192 2.951 0.230
O 1.872 3.528 0.147
C 0.978 2.532 0.261
N 1.471 1.355 0.359
C -0.431 2.990 0.237
C -0.607 4.381 0.245
C -1.855 4.951 0.105
C -2.955 4.130 -0.089
C -2.791 2.756 -0.080
C -1.549 2.149 0.122
P -1.567 0.290 0.248
C -2.441 0.059 1.823
C -1.719 -0.564 2.841
C -2.295 -0.787 4.080
C -3.608 -0.399 4.314
C -4.332 0.219 3.307
C -3.753 0.454 2.068
C -2.560 -0.081 -1.225
C -3.875 -0.524 -1.185
C -4.554 -0.771 -2.372
C -3.923 -0.589 -3.593
C -2.600 -0.166 -3.635
C -1.921 0.087 -2.455
H 5.342 0.032 -1.830
H 5.269 -0.023 -0.067
H 5.473 1.528 -0.901
H 3.015 -0.285 -1.001
H 3.596 2.278 -2.539
H 1.956 1.648 -2.299
H 3.161 0.688 -3.154
H 3.401 0.979 1.101
H 3.764 3.300 -0.625
H 3.660 3.307 1.144
H 0.259 5.015 0.352
H -1.965 6.028 0.121
H -3.939 4.554 -0.251
H -3.655 2.131 -0.262
H -0.709 -0.898 2.647
H -1.727 -1.280 4.858
H -4.067 -0.587 5.275
H -5.358 0.520 3.480
H -4.346 0.940 1.306
H -4.352 -0.732 -0.237
H -5.577 -1.124 -2.337
H -4.455 -0.794 -4.514
H -2.096 -0.046 -4.586
H -0.886 0.411 -2.485
Cl 5.399 -5.908 1.567
C 4.237 -4.815 0.877
C 3.814 -3.721 1.603
C 2.905 -2.861 1.020
Cl 2.298 -1.506 1.944
C 2.405 -3.011 -0.276
O 1.635 -2.129 -0.879
C 2.831 -4.170 -0.948
Cl 2.209 -4.461 -2.532
C 3.737 -5.051 -0.394
H 4.173 -3.555 2.610
H 4.046 -5.926 -0.949
O -3.366 -3.125 0.559
N -2.163 -3.244 0.316
O -1.578 -4.315 0.274
O -1.451 -2.149 0.295

Computed properties:
**Kohn-Sham gap (alpha / beta)**: 7.394 / 5.923 eV
**2S+1**: 3

Atomic partial charges in e from the natural (NBO) method, atoms 1 to 2: 1.039, -0.604

---

(6)
# C30H26ClN2O2PPb

A structure of composition C30H26ClN2O2PPb (ωB97M-V/def2-TZVPD, the OMol25 dataset).

Positions of all 63 atoms, in Å:
Pb 0.479 -2.087 -0.898
C 2.717 1.874 -2.777
C 3.390 1.497 -1.513
O 2.724 0.621 -0.722
C 4.562 1.854 -0.929
C 4.621 1.161 0.294
C 5.655 1.156 1.354
N 3.519 0.438 0.395
N 3.223 -0.356 1.448
C 2.068 -0.935 1.579
O 1.061 -0.813 0.751
C 1.892 -1.788 2.774
C 2.992 -2.258 3.492
C 2.798 -3.062 4.601
C 1.511 -3.397 5.004
C 0.414 -2.923 4.297
C 0.603 -2.124 3.181
H 2.476 2.937 -2.765
H 1.789 1.319 -2.900
H 3.371 1.683 -3.626
H 5.302 2.534 -1.314
H 6.434 1.876 1.118
H 6.096 0.162 1.436
H 5.206 1.397 2.317
H 3.992 -1.998 3.174
H 3.651 -3.432 5.153
H 1.364 -4.025 5.872
H -0.587 -3.171 4.624
H -0.248 -1.726 2.646
Cl -1.859 -3.035 0.490
C -2.568 -1.550 1.140
C -3.254 -1.661 2.331
C -3.828 -0.516 2.868
C -3.710 0.700 2.216
C -3.018 0.786 1.018
C -2.432 -0.346 0.452
P -1.546 -0.269 -1.118
C -1.029 1.438 -1.371
C -1.409 2.142 -2.512
C -0.972 3.448 -2.690
C -0.166 4.049 -1.734
C 0.218 3.344 -0.597
C -0.204 2.038 -0.415
C -2.679 -0.761 -2.418
C -4.060 -0.662 -2.258
C -4.898 -1.038 -3.297
C -4.363 -1.507 -4.489
C -2.987 -1.608 -4.652
C -2.144 -1.240 -3.616
H -3.342 -2.618 2.827
H -4.368 -0.583 3.802
H -4.161 1.587 2.639
H -2.931 1.740 0.513
H -2.055 1.683 -3.250
H -1.277 4.000 -3.568
H 0.155 5.073 -1.867
H 0.834 3.822 0.154
H 0.094 1.486 0.470
H -4.481 -0.299 -1.329
H -5.970 -0.965 -3.176
H -5.021 -1.801 -5.295
H -2.575 -1.977 -5.581
H -1.069 -1.315 -3.751

Computed properties:
**Total charge**: +2
**Kohn-Sham gap**: 7.428 eV

Atomic partial charges in e from the natural (NBO) method, atoms 1 to 2: 1.315, -0.679

---

(7)
# C30H26ClN6ORuSSe2

A structure of composition C30H26ClN6ORuSSe2 at a distorted geometry (ωB97M-V/def2-TZVPD, the OMol25 dataset).

Positions of all 68 atoms, in Å:
Ru -0.758 -0.506 -1.092
Cl -1.192 -1.223 6.118
C -1.079 -1.373 4.401
C -0.661 -2.595 3.840
C -0.537 -2.724 2.484
C -0.804 -1.642 1.622
O -0.659 -1.842 0.339
C -1.243 -0.420 2.188
C -1.549 0.738 1.433
N -1.423 0.910 0.146
C -1.743 2.159 -0.463
C -1.991 3.339 0.190
C -2.333 4.496 -0.538
C -2.417 4.468 -1.901
C -2.118 3.277 -2.603
C -2.155 3.174 -4.012
C -1.818 1.993 -4.603
C -1.414 0.913 -3.800
N -1.381 0.963 -2.485
C -1.754 2.131 -1.874
C -1.378 -0.314 3.593
H -0.438 -3.428 4.493
H -0.215 -3.657 2.042
H -1.931 1.574 2.010
H -1.930 3.409 1.267
H -2.537 5.411 0.000
H -2.701 5.351 -2.457
H -2.444 4.034 -4.603
H -1.830 1.874 -5.677
H -1.084 -0.007 -4.258
H -1.710 0.619 4.029
Se -0.340 -2.537 -3.986
Se 1.051 -2.370 -2.099
C 1.832 -0.604 -2.134
C 3.089 -0.341 -2.626
C 3.606 0.939 -2.447
C 2.854 1.884 -1.773
C 1.598 1.543 -1.302
N 1.104 0.317 -1.491
C -2.054 -2.531 -3.104
C -3.023 -3.362 -3.644
C -4.301 -3.336 -3.108
C -4.565 -2.494 -2.038
C -3.542 -1.709 -1.549
N -2.308 -1.716 -2.076
H 3.648 -1.119 -3.127
H 4.590 1.185 -2.821
H 3.231 2.881 -1.596
H 0.980 2.248 -0.761
H -2.773 -4.028 -4.458
H -5.073 -3.976 -3.513
H -5.543 -2.447 -1.581
H -3.701 -1.045 -0.709
C 5.113 -0.280 1.968
N 4.090 -0.508 2.959
C 4.437 -0.901 4.325
C 3.074 -0.950 5.040
N 2.165 -0.519 3.984
C 2.784 -0.269 2.820
S 1.995 0.266 1.422
H 5.781 -1.141 1.924
H 5.701 0.607 2.216
H 4.638 -0.137 1.002
H 5.113 -0.167 4.767
H 4.939 -1.868 4.322
H 3.033 -0.272 5.892
H 2.828 -1.954 5.384
H 1.174 -0.396 4.090

Computed properties:
**Total charge**: +2
**Kohn-Sham gap (alpha / beta)**: 6.461 / 6.131 eV
**Relative energy (zero: lowest compared OMol25 entry of this formula, charge and spin)**: 0.630 eV
**2S+1**: 2

Atomic partial charges in e from the natural (NBO) method, atoms 1 to 2: 0.979, 0.052

---

> Which formula does entry 1 have?

C30H25ClInN2O2PS